The following is a quantum chemistry calculation of C41H42Cl5N4OS3Si2W as an isolated structure, from the Open Molecules 2025 dataset.

Computed properties:
Total charge: +3
Frontier orbital gap in eV: 5.653
ΔE to the lowest compared entry with this formula, charge and spin in kcal/mol: 22.0
Max |F| in eV Å⁻¹: 1.49
HOMO energy in eV: -15.64

Geometry as XYZ:
```
99
Properties=species:S:1:pos:R:3:lowdin_charge:R:1
W -0.152 0.062 0.084 0.8796
S 2.056 -1.144 0.305 0.7323
C 2.368 -1.440 1.941 -0.5580
N 3.219 -2.333 2.328 -0.0413
C 3.396 -2.597 3.770 -0.0494
C 3.312 -1.316 4.537 -0.0451
N 2.059 -0.606 4.192 -0.0371
C 1.396 0.115 5.318 -0.0678
C 1.011 -0.866 6.395 -0.2446
C 1.601 -0.793 7.651 -0.0341
C 1.227 -1.691 8.643 -0.0406
C 0.276 -2.665 8.376 -0.0426
C -0.312 -2.742 7.117 -0.0498
C 0.056 -1.845 6.128 -0.0383
C 1.635 -0.620 2.976 -0.5398
S 0.322 0.357 2.485 0.6810
C 4.063 -3.152 1.418 -0.0749
C 5.504 -2.719 1.534 -0.2335
C 5.896 -1.469 1.057 -0.0414
C 7.223 -1.082 1.139 -0.0529
C 8.163 -1.939 1.701 -0.0448
C 7.776 -3.184 2.175 -0.0426
C 6.444 -3.573 2.100 -0.0360
H 4.373 -3.052 3.916 0.1448
H 2.624 -3.300 4.093 0.1603
H 4.152 -0.654 4.312 0.1629
H 3.300 -1.522 5.605 0.1440
H 0.532 0.645 4.934 0.0906
H 2.112 0.843 5.703 0.1512
H 2.339 -0.027 7.866 0.1246
H 1.678 -1.625 9.624 0.1219
H -0.012 -3.363 9.151 0.1214
H -1.061 -3.496 6.913 0.1164
H -0.414 -1.898 5.148 0.0970
H 3.692 -3.042 0.405 0.0881
H 3.952 -4.192 1.725 0.1481
H 5.167 -0.804 0.601 0.1012
H 7.531 -0.119 0.753 0.1157
H 9.201 -1.639 1.760 0.1209
H 8.510 -3.860 2.595 0.1213
H 6.149 -4.554 2.458 0.1231
Cl 2.722 5.062 -4.402 0.7988
C 1.883 3.836 -3.584 -0.6829
C 2.201 3.552 -2.250 -0.6869
Cl 3.382 4.450 -1.408 0.7768
C 1.536 2.521 -1.618 -0.5573
Cl 1.886 2.077 0.018 0.7303
C 0.547 1.791 -2.268 -0.3806
O -0.054 0.775 -1.578 -0.3918
C 0.187 2.105 -3.567 -0.5984
Cl -1.120 1.279 -4.296 0.8081
C 0.871 3.119 -4.235 -0.6830
Cl 0.463 3.486 -5.845 0.7861
C -3.997 0.119 0.750 -0.2094
Si -2.449 -0.912 0.933 0.4614
C -2.333 -1.329 2.759 -0.2318
C -2.844 -2.526 0.099 -0.3283
C -4.034 -3.191 0.422 -0.0796
C -4.344 -4.407 -0.164 -0.0416
C -3.476 -4.976 -1.090 -0.0425
C -2.298 -4.327 -1.419 -0.0794
C -1.972 -3.100 -0.822 -0.3254
Si -0.334 -2.346 -1.220 0.5296
C -0.132 -1.854 -2.997 -0.1941
C 0.909 -3.691 -0.846 -0.2343
H -4.773 -0.389 1.331 0.0540
H -4.351 0.137 -0.283 0.0273
H -3.908 1.132 1.138 0.0212
H -3.257 -1.857 3.008 0.0542
H -2.252 -0.452 3.404 0.0253
H -1.496 -2.001 2.963 0.0180
H -4.729 -2.760 1.136 0.1051
H -5.264 -4.914 0.099 0.1208
H -3.718 -5.925 -1.551 0.1212
H -1.635 -4.781 -2.150 0.1087
H 0.004 -2.770 -3.580 0.0638
H 0.741 -1.221 -3.168 0.0362
H -1.015 -1.338 -3.370 0.0089
H 0.523 -4.603 -1.312 0.0500
H 1.006 -3.891 0.224 0.0322
H 1.898 -3.496 -1.263 0.0235
N -2.542 4.433 -0.250 0.1655
C -2.449 3.125 -0.410 -0.7208
S -1.290 2.335 0.624 0.6702
N -3.188 2.505 -1.309 0.0958
C -4.272 3.119 -2.043 -0.2451
C -5.564 2.665 -1.824 -0.0073
C -6.611 3.258 -2.513 -0.0396
C -6.363 4.291 -3.407 -0.0404
C -5.063 4.726 -3.627 -0.0440
C -4.007 4.138 -2.945 -0.0409
H -1.988 4.895 0.453 0.1209
H -3.282 4.949 -0.710 0.1308
H -3.137 1.501 -1.316 0.1119
H -5.753 1.864 -1.119 0.1101
H -7.623 2.914 -2.345 0.1219
H -7.183 4.755 -3.939 0.1227
H -4.865 5.515 -4.341 0.1210
H -2.987 4.453 -3.139 0.1211
```

The following is a quantum chemistry calculation of C25H25BrMoN5S as an isolated structure, from the Open Molecules 2025 dataset.

Computed properties:
Total charge: +3
Frontier orbital gap (alpha / beta) in eV: 6.863 / 6.752
Max |F| in eV Å⁻¹: 0.55
2S+1: 3
HOMO energy (alpha / beta) in eV: -16.73 / -17.08

Geometry as XYZ:
```
58
Properties=species:S:1:pos:R:3:lowdin_charge:R:1
Mo 0.186 0.167 0.196 1.3841
C 4.492 -0.506 -0.441 0.0119
C 4.936 0.752 -0.811 0.0309
C 4.025 1.797 -0.934 0.0430
C 2.696 1.559 -0.670 -0.1922
N 2.273 0.336 -0.269 -0.0521
C 3.150 -0.680 -0.169 -0.0635
C 1.606 2.544 -0.906 -0.1872
C 1.833 3.851 -1.265 0.0399
C 0.755 4.663 -1.602 0.0328
C -0.523 4.136 -1.583 0.0101
C -0.700 2.831 -1.171 -0.0893
N 0.337 2.047 -0.818 -0.0670
H 5.168 -1.345 -0.358 0.1372
H 5.983 0.923 -1.022 0.1428
H 4.360 2.772 -1.257 0.1310
H 2.753 -1.635 0.150 0.1246
H 2.841 4.238 -1.302 0.1316
H 0.924 5.693 -1.890 0.1436
H -1.383 4.727 -1.867 0.1372
H -1.681 2.387 -1.106 0.0905
S -2.103 0.653 1.064 0.7394
C -3.471 0.201 0.089 -0.7183
N -3.498 -0.420 -1.081 0.0699
C -4.885 -0.662 -1.544 -0.0641
C -5.727 0.059 -0.466 -0.0635
N -4.689 0.505 0.487 0.0560
H -2.687 -0.875 -1.466 0.1010
H -5.085 -1.731 -1.577 0.1316
H -5.026 -0.243 -2.536 0.1306
H -6.424 -0.606 0.035 0.1346
H -6.268 0.916 -0.856 0.1338
H -4.874 1.026 1.331 0.1598
N 0.630 1.064 2.140 -0.0262
C 1.179 -0.093 2.864 -0.2951
C 1.981 -0.018 3.982 0.0124
C 2.401 -1.218 4.550 -0.0073
C 2.032 -2.448 4.008 -0.0181
C 1.237 -2.513 2.870 -0.0231
C 0.833 -1.309 2.316 -0.1217
H 1.313 1.821 2.095 0.1301
H -0.191 1.441 2.619 0.0892
H 2.263 0.932 4.418 0.1349
H 3.019 -1.192 5.438 0.1327
H 2.360 -3.363 4.482 0.1312
H 0.944 -3.462 2.443 0.1273
H 0.101 -1.365 1.497 0.0286
Br -1.183 -4.524 -3.996 0.9214
C -0.966 -3.291 -2.633 -0.6873
C -0.433 -2.042 -2.923 -0.0848
C -0.289 -1.128 -1.878 -0.1568
C -0.660 -1.488 -0.589 -0.3842
C -1.201 -2.731 -0.287 -0.0679
C -1.348 -3.633 -1.327 -0.0717
H -0.157 -1.779 -3.934 0.1245
H 0.103 -0.129 -2.125 0.1075
H -1.504 -2.996 0.718 0.1277
H -1.759 -4.616 -1.134 0.1260
```

The following is a quantum chemistry calculation of one molecule with the formula C5H8O2, from the Open Molecules 2025 dataset.

Computed properties:
Frontier orbital gap in eV: 10.304
ΔE to the lowest compared entry with this formula, charge and spin in kcal/mol: 53.4
Max |F| in eV Å⁻¹: 6.29
HOMO energy in eV: -9.51
Structure (SMILES): C=CCCC(=O)O

Geometry as XYZ:
```
15
Properties=species:S:1:pos:R:3:nbo_charge:R:1
O 0.143 -1.032 -2.565 -0.5816
C 0.698 -0.469 -1.652 0.7902
O 1.170 0.849 -1.565 -0.6815
C 0.936 -1.159 -0.282 -0.5235
C -0.102 -0.634 0.793 -0.4444
C -0.399 0.851 0.853 -0.1726
C -1.539 1.456 1.371 -0.3932
H 0.840 1.022 -2.549 0.4941
H 1.977 -1.195 -0.107 0.2312
H 0.393 -2.098 -0.391 0.2394
H 0.155 -1.294 1.638 0.2356
H -1.150 -1.022 0.529 0.2010
H 0.600 1.346 0.904 0.1932
H -2.380 0.887 1.496 0.1974
H -1.342 2.492 1.527 0.2147
```

The following is a quantum chemistry calculation of one molecule with the formula C20H16N4O4S, from the Open Molecules 2025 dataset.

Computed properties:
Frontier orbital gap in eV: 7.227
Max |F| in eV Å⁻¹: 11.47
HOMO energy in eV: -8.74

Geometry as XYZ:
```
45
Properties=species:S:1:pos:R:3:nbo_charge:R:1
C 4.378 -1.310 -0.909 -0.6347
C 3.397 -0.794 0.335 -0.4175
C 3.332 0.839 0.212 -0.4608
C 1.822 1.472 0.121 0.0069
C 1.200 2.215 -1.242 0.2054
N 2.064 2.279 -2.513 -0.8045
C -0.345 2.856 -1.234 0.0641
N -0.840 3.503 -2.528 -0.5097
C -1.483 2.453 -3.193 0.8486
O -2.250 1.743 -4.062 -0.4794
C -1.330 2.794 0.116 0.1656
N -2.726 3.385 0.172 -0.4807
C -3.683 2.495 -0.252 0.2953
S -5.004 1.371 -0.260 0.0769
C -0.693 2.043 1.427 -0.1673
C 0.816 1.403 1.414 -0.0782
C 0.969 0.750 2.910 0.6882
O 2.120 0.532 3.589 -0.5037
N -0.469 0.501 3.308 -0.5847
C -1.058 -0.871 2.953 0.0867
O -0.343 -1.563 1.870 -0.5391
C -1.233 -1.967 0.772 0.2906
C -2.379 -1.049 0.043 -0.3139
C -3.324 -1.624 -1.206 -0.2161
C -3.126 -3.160 -1.819 -0.2475
C -1.929 -4.059 -1.092 -0.2174
C -1.019 -3.508 0.177 -0.2691
C -1.285 1.715 2.919 0.6789
O -2.215 2.349 3.666 -0.4970
H 5.271 -0.552 -1.124 0.2089
H 3.788 -1.392 -1.930 0.2067
H 4.890 -2.337 -0.637 0.2241
H 4.021 -1.028 1.325 0.2259
H 2.360 -1.336 0.349 0.2384
H 3.933 1.317 1.120 0.2626
H 3.900 1.185 -0.773 0.2199
H 1.414 2.182 -3.345 0.3848
H 2.598 1.358 -2.514 0.3823
H -0.892 -1.534 3.932 0.2150
H -2.219 -0.795 2.816 0.2305
H -2.512 0.062 0.455 0.2408
H -4.177 -0.981 -1.722 0.2438
H -3.767 -3.549 -2.718 0.2460
H -1.779 -5.152 -1.544 0.2370
H -0.196 -4.240 0.615 0.2478
```

The following is a quantum chemistry calculation of one molecule with the formula C4H8N2S, from the Open Molecules 2025 dataset.

Computed properties:
Frontier orbital gap in eV: 8.912
ΔE to the lowest compared entry with this formula, charge and spin in kcal/mol: 41.7
Max |F| in eV Å⁻¹: 3.16
HOMO energy in eV: -7.99
Structure (SMILES): N/N=C1\CCCS1

Geometry as XYZ:
```
15
Properties=species:S:1:pos:R:3:nbo_charge:R:1
C -0.576 -0.712 -0.033 0.1053
C -0.175 0.722 0.049 -0.4967
C 1.359 0.819 -0.112 -0.4031
C 2.066 -0.542 0.221 -0.5250
H -2.836 0.290 -0.659 0.3325
H -3.547 -0.909 0.104 0.3544
H -0.806 1.239 -0.741 0.2235
H -0.503 1.133 1.014 0.2393
H 1.732 1.617 0.534 0.2184
H 1.614 1.063 -1.157 0.2139
H 2.919 -0.677 -0.515 0.2246
H 2.444 -0.651 1.192 0.2109
N -2.777 -0.349 0.142 -0.6420
N -1.740 -1.212 0.026 -0.2915
S 0.827 -1.833 -0.067 0.2356
```

The following is a quantum chemistry calculation of a 2-piece molecular cluster, C7H6F3IS overall, from the Open Molecules 2025 dataset.

Computed properties:
Frontier orbital gap (alpha / beta) in eV: 7.859 / 4.028
ΔE to the lowest compared entry with this formula, charge and spin in kcal/mol: 68.7
Max |F| in eV Å⁻¹: 3.42
HOMO energy (alpha / beta) in eV: -9.26 / -7.04

Geometry as XYZ:
```
18
Properties=species:S:1:pos:R:3:nbo_charge:R:1
C -0.100 -0.085 -1.200 -0.2524
C 1.024 -0.571 -0.624 -0.1194
C -1.092 0.450 -0.405 -0.0163
C 1.277 -0.469 0.819 -0.2665
C -0.969 0.499 1.035 -0.5777
C 0.260 -0.103 1.597 -0.0635
C 0.050 3.682 -0.954 0.7982
F -1.218 3.620 -0.386 -0.3680
F 0.698 2.981 -0.030 -0.3487
F 0.503 4.935 -0.901 -0.3189
S 0.247 2.960 -2.598 -0.1402
I 0.413 -0.409 3.671 0.1701
H -0.244 -0.246 -2.229 0.2366
H 1.738 -1.196 -1.092 0.2135
H -2.020 0.963 -0.805 0.2453
H 2.227 -0.884 1.082 0.2341
H -1.286 1.416 1.495 0.2988
H -1.938 -0.067 1.458 0.2750
```

The following is a quantum chemistry calculation of a 2-piece molecular cluster, C2H6ClNS overall, from the Open Molecules 2025 dataset.

Computed properties:
Frontier orbital gap in eV: 10.558
ΔE to the lowest compared entry with this formula, charge and spin in kcal/mol: 17.8
Max |F| in eV Å⁻¹: 2.86
HOMO energy in eV: -9.89
Structure (SMILES): [H]/N=C(/C)Cl.S

Geometry as XYZ:
```
11
Properties=species:S:1:pos:R:3:nbo_charge:R:1
C 2.125 0.849 -0.433 -0.6850
C 0.796 0.436 0.122 0.3470
N -0.344 0.902 -0.117 -0.6279
S -3.716 -1.260 0.634 -0.3202
Cl 1.047 -1.126 1.045 -0.1406
H 2.857 0.825 0.390 0.2400
H 2.312 0.071 -1.135 0.2428
H 2.152 1.849 -0.839 0.2396
H -1.161 0.563 0.453 0.3831
H -2.296 -1.656 0.603 0.1684
H -3.772 -1.454 -0.721 0.1529
```

The following is a quantum chemistry calculation of one molecule with the formula C6H12NO3PS, from the Open Molecules 2025 dataset.

Computed properties:
Frontier orbital gap in eV: 9.189
ΔE to the lowest compared entry with this formula, charge and spin in kcal/mol: 0.0
Max |F| in eV Å⁻¹: 3.04
HOMO energy in eV: -8.51
Structure (SMILES): S=P12OCCN(CCO1)CCO2

Geometry as XYZ:
```
24
Properties=species:S:1:pos:R:3:nbo_charge:R:1
S 1.284 -1.059 -3.540 -0.5710
O 1.917 -0.186 -0.730 -0.7895
O -0.273 -1.728 -1.129 -0.7778
O -0.162 0.913 -1.937 -0.7948
N -0.436 0.300 1.107 -0.4813
C 1.809 -0.756 0.572 -0.0930
C -1.509 -1.258 -0.600 -0.1064
C 0.054 1.864 -0.868 -0.0972
C 0.944 -0.005 1.581 -0.2316
C -1.319 -0.884 0.860 -0.2382
C -0.762 1.571 0.395 -0.2447
P 0.656 -0.496 -1.777 2.0093
H 2.823 -0.780 0.944 0.1975
H 1.509 -1.772 0.540 0.1875
H -2.186 -2.117 -0.623 0.2030
H -1.990 -0.415 -1.126 0.1974
H -0.241 2.858 -1.276 0.2024
H 1.107 1.980 -0.635 0.1978
H 1.436 0.914 1.817 0.2020
H 0.870 -0.612 2.501 0.2079
H -2.265 -0.686 1.362 0.2008
H -0.909 -1.750 1.388 0.2053
H -1.790 1.678 0.132 0.2110
H -0.566 2.424 1.044 0.2036
```

Which value of max |F| does entry 5 give?
3.16 eV Å⁻¹

Repeat the sixth record exactly.
The following is a quantum chemistry calculation of a 2-piece molecular cluster, C7H6F3IS overall, from the Open Molecules 2025 dataset.

Computed properties:
Frontier orbital gap (alpha / beta) in eV: 7.859 / 4.028
ΔE to the lowest compared entry with this formula, charge and spin in kcal/mol: 68.7
Max |F| in eV Å⁻¹: 3.42
HOMO energy (alpha / beta) in eV: -9.26 / -7.04

Geometry as XYZ:
```
18
Properties=species:S:1:pos:R:3:nbo_charge:R:1
C -0.100 -0.085 -1.200 -0.2524
C 1.024 -0.571 -0.624 -0.1194
C -1.092 0.450 -0.405 -0.0163
C 1.277 -0.469 0.819 -0.2665
C -0.969 0.499 1.035 -0.5777
C 0.260 -0.103 1.597 -0.0635
C 0.050 3.682 -0.954 0.7982
F -1.218 3.620 -0.386 -0.3680
F 0.698 2.981 -0.030 -0.3487
F 0.503 4.935 -0.901 -0.3189
S 0.247 2.960 -2.598 -0.1402
I 0.413 -0.409 3.671 0.1701
H -0.244 -0.246 -2.229 0.2366
H 1.738 -1.196 -1.092 0.2135
H -2.020 0.963 -0.805 0.2453
H 2.227 -0.884 1.082 0.2341
H -1.286 1.416 1.495 0.2988
H -1.938 -0.067 1.458 0.2750
```